# 1
This record from the Open Molecules 2025 dataset describes 10 unconnected molecules or ions with the total composition C5H30N2O10 at a distorted geometry. The level of theory is the ωB97M-V functional and the def2-TZVPD basis.

Calculated values
* highest occupied orbital energy (spin up / spin down): -0.2129 / -0.3471 Ha
* E: -29118.45289 eV
* expectation value of S²: 0.754
* charge: +1
* LUMO (spin up / spin down): -2.94 / -2.96 eV
* frontier orbital gap (spin up / spin down): 2.85 / 6.48 eV
* ΔE to the lowest compared entry with this formula, charge and spin: 151.3 kJ/mol
* spin multiplicity: 2

Each line ends with the Löwdin charge.
Atoms and positions in Å:
1 O -2.90 -1.42 -0.74  -0.049
2 H 1.78 -2.35 -4.12  0.072
3 C 0.74 2.53 0.84  -0.127
4 H 1.16 -0.46 -3.40  -0.003
5 N 2.35 0.53 1.04  0.167
6 O -3.03 1.95 0.84  -0.072
7 H -3.96 2.07 1.10  0.054
8 H -2.85 -3.25 1.36  0.016
9 H -0.61 -4.20 0.70  0.084
10 H 0.69 0.77 -4.26  0.067
11 H -2.54 -0.26 2.90  0.080
12 N -1.56 0.79 -1.67  0.176
13 H 3.15 0.09 1.51  0.154
14 O 0.24 -1.14 1.73  -0.092
15 H 2.53 0.37 0.03  0.110
16 H -0.09 -2.02 1.43  0.010
17 H -1.16 0.31 -2.48  0.130
18 O 0.80 0.43 -3.36  -0.046
19 H -1.79 0.11 -0.93  0.103
20 H -2.83 -1.86 0.13  0.007
21 H -3.80 -1.62 -1.00  0.066
22 H 0.85 3.51 0.37  0.119
23 H 3.13 3.77 0.09  0.084
24 H -1.88 0.88 3.59  0.089
25 H 1.51 -0.01 1.35  0.082
26 C -0.67 1.80 -1.08  -0.089
27 H -4.23 -3.05 2.08  0.074
28 H 3.88 -1.53 -0.87  0.065
29 O -1.83 0.40 2.77  -0.037
30 H 3.08 -0.97 -2.09  0.019
31 H -0.10 0.58 0.54  0.076
32 H 2.28 2.17 2.26  0.124
33 O 4.28 2.02 0.15  -0.161
34 H -2.62 1.53 1.62  -0.006
35 H -0.51 -4.00 2.19  0.100
36 H -0.59 2.73 -1.62  0.136
37 O -3.40 -2.61 1.82  -0.051
38 C 2.18 2.03 1.16  -0.338
39 C 3.23 2.72 0.38  -0.347
40 H -0.53 -0.56 1.89  0.007
41 C -0.08 1.54 0.07  -0.102
42 O 2.43 -1.64 -4.04  -0.038
43 O -0.77 -3.54 1.38  -0.025
44 H -2.48 1.20 -1.83  0.159
45 H 0.16 2.66 1.77  0.118
46 O 3.12 -1.00 -1.13  -0.045
47 H 3.21 -1.99 -4.47  0.075

# 2
This record from the Open Molecules 2025 dataset describes a molecular structure, C32H32N2O5PSSe3TeY at a distorted geometry. The level of theory is the ωB97M-V functional and the def2-TZVPD basis.

Calculated values
* highest occupied orbital energy: -0.0292 Ha
* E: -271425.26840 eV
* charge: -2
* LUMO: 3.76 eV
* frontier orbital gap: 4.55 eV
* ΔE to the lowest compared entry with this formula, charge and spin: 35.9 kJ/mol

Each line ends with the Löwdin charge.
Atoms and positions in Å:
1 O -0.92 -1.12 -4.51  0.011
2 H 1.53 4.75 0.23  0.067
3 C -2.52 -2.20 5.41  -0.108
4 C 2.39 -3.62 -1.95  -0.104
5 C 2.15 3.64 -2.73  -0.112
6 H 2.20 4.35 -1.91  0.070
7 C -1.87 -0.66 3.65  -0.052
8 C -1.80 -3.22 4.82  -0.113
9 H 1.78 1.48 -6.03  0.078
10 H 1.89 5.61 1.74  0.079
11 H -4.94 -3.28 -3.01  0.109
12 C -2.26 -1.25 -2.56  -0.166
13 C 4.35 0.50 -1.10  -0.143
14 S -0.16 -4.01 2.68  1.087
15 O 1.59 2.43 -2.24  -0.430
16 C -5.47 -2.76 -0.39  -0.058
17 O 2.45 1.10 -4.15  -0.326
18 H -1.89 0.34 3.25  -0.028
19 H 0.77 0.31 -5.12  0.054
20 C 1.71 -4.17 0.27  -0.099
21 H -3.10 -0.12 5.29  0.103
22 Se -1.21 2.35 -0.99  -0.186
23 C 0.86 -2.11 -0.76  -0.169
24 C -5.61 -2.38 0.91  -0.089
25 H 4.21 -0.58 -1.18  0.072
26 Te -2.11 4.63 -1.59  -0.095
27 H 3.96 3.82 0.14  0.076
28 H 4.63 3.04 1.58  0.078
29 N -2.38 -0.90 -1.31  0.127
30 N -0.47 -1.60 1.80  0.090
31 O 3.78 1.19 -2.22  -0.335
32 C 1.62 1.21 0.70  -0.207
33 C 0.93 -3.01 0.31  -0.273
34 H -1.75 -4.21 5.26  0.095
35 C -2.54 -0.93 4.83  -0.080
36 H -4.80 -1.14 2.51  0.103
37 Se -1.39 1.81 1.33  -0.131
38 C -1.11 -0.67 -3.38  -0.613
39 H 3.91 0.84 -0.16  0.037
40 C 2.03 2.26 1.17  -0.205
41 H 3.09 -5.35 -0.87  0.087
42 H 0.68 2.03 -4.74  0.084
43 C 0.11 -2.73 1.52  -0.506
44 H 4.28 4.78 1.61  0.074
45 H 3.13 2.59 3.60  0.077
46 C -1.13 -2.95 3.62  -0.485
47 Y -0.03 0.09 -0.50  0.898
48 C 1.34 1.23 -5.06  -0.120
49 H 5.42 0.72 -1.11  0.074
50 C 2.46 -4.47 -0.85  -0.114
51 H 3.16 3.49 -3.14  0.078
52 C -4.22 -2.62 -2.54  -0.017
53 H 1.76 -4.83 1.13  0.066
54 H -6.18 -3.44 -0.85  0.101
55 H 0.55 4.45 1.65  0.078
56 C -3.64 -0.99 0.75  -0.022
57 H 2.88 4.35 3.71  0.074
58 O -0.47 0.26 -2.81  -0.268
59 H -2.98 -2.34 -4.26  0.109
60 C 3.94 3.81 1.24  -0.063
61 H 1.57 -1.85 -2.78  0.066
62 C -4.40 -2.26 -1.18  -0.160
63 P 2.19 0.98 -2.54  0.811
64 C 1.60 -2.47 -1.89  -0.146
65 H 1.50 4.05 -3.50  0.081
66 C 1.56 4.65 1.31  -0.043
67 C -4.68 -1.47 1.48  -0.057
68 C -1.17 -1.69 3.02  -0.281
69 H -3.06 -2.39 6.33  0.091
70 H 2.96 -3.84 -2.85  0.091
71 Se -3.19 2.75 2.46  -0.211
72 H -2.95 -0.27 1.16  0.010
73 H -6.42 -2.76 1.51  0.093
74 C 2.52 3.53 1.74  -0.627
75 H 1.49 3.25 3.62  0.086
76 C -3.17 -2.11 -3.22  0.006
77 C -3.46 -1.39 -0.60  -0.169
78 C 2.51 3.42 3.27  -0.062

Which of these has the highest ΔE to the lowest compared entry with this formula, charge and spin?
C5H30N2O10